Record 1
ORCA calculation (ωB97M-V/def2-TZVPD) on one molecule with the formula C5H5NO.

Structure (XYZ):
```
12
Properties=species:S:1:pos:R:3:nbo_charge:R:1
O 1.424 -0.671 2.075 -0.58
C 0.809 -0.333 1.071 0.39
C -0.164 0.794 1.190 -0.09
C -0.875 1.739 1.432 -0.23
C 1.082 -0.845 -0.234 -0.28
C -0.939 -0.519 -1.206 -0.06
N 0.354 -0.351 -1.298 -0.42
H -1.507 2.570 1.667 0.24
H 1.960 -1.456 -0.398 0.22
H -1.631 0.220 -1.590 0.20
H -1.267 -1.430 -0.716 0.22
H 0.755 0.279 -1.994 0.40
```

Results
E_tot ... -323.3559 a.u.
Total charge ... 0

Record 2
ORCA calculation (ωB97M-V/def2-TZVPD) on a 8-piece molecular cluster, C38H30Cl8F6 overall in a non-equilibrium geometry.

Structure (XYZ):
```
82
Properties=species:S:1:pos:R:3:lowdin_charge:R:1
F -2.647 2.460 -4.638 0.06
C -2.860 1.472 -5.517 -0.29
C -4.040 1.467 -6.253 -0.01
C -4.334 0.347 -7.029 -0.08
C -3.485 -0.755 -7.018 -0.10
C -2.295 -0.744 -6.282 -0.07
C -1.979 0.406 -5.573 -0.03
H -4.726 2.305 -6.239 0.12
H -5.201 0.351 -7.675 0.10
H -3.726 -1.615 -7.632 0.10
H -1.557 -1.521 -6.425 0.10
H -1.036 0.520 -5.045 0.10
F 1.001 2.988 -2.465 0.05
C 0.716 2.088 -1.493 -0.28
C 1.355 2.214 -0.294 0.00
C 1.095 1.265 0.692 -0.08
C 0.242 0.211 0.421 -0.10
C -0.359 0.076 -0.798 -0.07
C -0.094 1.022 -1.786 0.00
H 2.004 3.063 -0.123 0.12
H 1.517 1.372 1.674 0.08
H 0.060 -0.461 1.256 0.10
H -0.949 -0.801 -1.008 0.05
H -0.529 0.945 -2.776 0.10
F 3.970 3.799 -8.381 0.06
C 3.742 3.080 -7.274 -0.30
C 4.706 2.227 -6.799 -0.03
C 4.436 1.433 -5.696 -0.09
C 3.238 1.567 -5.001 -0.09
C 2.327 2.524 -5.440 -0.09
C 2.494 3.157 -6.660 -0.01
H 5.655 2.182 -7.320 0.12
H 5.170 0.667 -5.473 0.10
H 3.013 1.014 -4.099 0.10
H 1.354 2.608 -4.968 0.09
H 1.771 3.858 -7.063 0.12
F -0.382 -6.061 3.482 0.05
C 0.772 -5.396 3.246 -0.29
C 0.728 -4.315 2.424 -0.02
C 1.888 -3.569 2.254 -0.07
C 3.044 -3.937 2.938 -0.10
C 3.058 -5.023 3.802 -0.08
C 1.919 -5.806 3.899 -0.01
H -0.188 -4.069 1.904 0.11
H 1.880 -2.750 1.549 0.10
H 3.962 -3.367 2.828 0.10
H 3.984 -5.236 4.316 0.11
H 1.843 -6.707 4.498 0.12
F -1.393 2.911 3.657 0.07
C -0.445 3.855 3.694 -0.30
C 0.807 3.528 3.224 -0.05
C 1.825 4.481 3.217 -0.08
C 1.568 5.765 3.698 -0.09
C 0.309 6.063 4.185 -0.08
C -0.693 5.093 4.250 -0.01
H 0.982 2.551 2.788 0.07
H 2.813 4.137 2.938 0.11
H 2.378 6.479 3.778 0.10
H 0.068 7.011 4.651 0.10
H -1.617 5.289 4.778 0.12
F -1.796 -0.906 5.747 0.02
C -2.169 -1.891 4.892 -0.29
C -2.626 -3.070 5.436 -0.01
C -2.913 -4.145 4.603 -0.08
C -2.887 -3.971 3.238 -0.13
C -2.596 -2.720 2.715 -0.11
C -2.253 -1.647 3.535 0.00
H -2.565 -3.213 6.509 0.12
H -3.137 -5.126 4.998 0.11
H -3.047 -4.813 2.576 0.10
H -2.600 -2.600 1.637 0.07
H -1.870 -0.706 3.157 0.11
C -4.467 -2.686 -1.194 -2.06
Cl -2.765 -2.779 -1.738 0.51
Cl -4.718 -1.026 -0.645 0.53
Cl -5.511 -3.099 -2.525 0.56
Cl -4.736 -3.783 0.154 0.56
C 2.704 0.087 6.230 -2.06
Cl 3.884 -0.248 4.954 0.51
Cl 3.503 -0.055 7.785 0.54
Cl 2.054 1.724 6.009 0.53
Cl 1.357 -1.046 6.126 0.54
```

Results
E_tot ... -5746.6871 a.u.
SMILES string ... ClC(Cl)(Cl)Cl.ClC(Cl)(Cl)Cl.Fc1ccccc1.Fc1ccccc1.Fc1ccccc1.Fc1ccccc1.Fc1ccccc1.Fc1ccccc1
Total charge ... 0

Record 3
ORCA calculation (ωB97M-V/def2-TZVPD) on an isolated ion of composition C2H8N2O2P and charge -1 in a non-equilibrium geometry.

Structure (XYZ):
```
15
Properties=species:S:1:pos:R:3:nbo_charge:R:1
C 0.961 -1.444 0.447 -0.44
C 1.492 0.864 0.049 -0.40
N -1.823 1.135 -1.186 -1.21
N 0.647 -0.234 -0.261 -0.73
O -1.786 0.409 1.368 -1.16
O -1.925 -1.453 -0.447 -1.16
P -1.463 -0.082 0.007 2.34
H 1.068 -1.420 1.517 0.14
H 0.169 -2.109 0.472 0.22
H 1.885 -1.994 0.256 0.15
H 1.390 1.701 -0.717 0.18
H 1.212 1.381 1.110 0.14
H 2.669 0.640 0.033 0.16
H -2.307 0.692 -1.948 0.39
H -2.187 1.915 -0.701 0.38
```

Results
E_tot ... -682.4387 a.u.
SMILES string ... CN(C)[P@](N)(=O)[O-]
Total charge ... -1

Record 4
ORCA calculation (ωB97M-V/def2-TZVPD) on a 2-piece molecular cluster, C5H12O overall in a non-equilibrium geometry.

Structure (XYZ):
```
18
Properties=species:S:1:pos:R:3:nbo_charge:R:1
C 1.064 0.793 0.879 -0.20
C 1.015 -0.554 0.966 -0.19
C 2.354 1.538 0.605 -0.64
C -1.600 -0.488 1.292 -0.61
C -0.268 -1.319 1.176 -0.43
H 0.189 1.448 0.981 0.20
H 1.937 -1.124 0.793 0.20
H 3.214 0.849 0.576 0.21
H 2.467 2.204 1.477 0.21
H 2.364 2.153 -0.310 0.21
H -2.407 -1.199 1.535 0.21
H -1.826 -0.018 0.320 0.21
H -1.577 0.298 2.066 0.21
H -0.266 -2.141 0.435 0.21
H -0.120 -1.768 2.177 0.21
O -2.281 0.140 -5.124 -0.94
H -1.380 -0.252 -5.062 0.47
H -2.880 -0.561 -4.781 0.47
```

Results
E_tot ... -272.9098 a.u.
SMILES string ... C/C=C/CC.O
Total charge ... 0

Record 5
ORCA calculation (ωB97M-V/def2-TZVPD) on C19H22BeN2Te as an isolated structure in a non-equilibrium geometry.

Structure (XYZ):
```
45
Properties=species:S:1:pos:R:3:nbo_charge:R:1
C 0.933 -3.279 1.590 -0.62
C -0.595 -3.467 1.517 -0.63
H 1.417 -3.694 0.699 0.22
H 1.331 -3.827 2.452 0.21
H 1.268 -2.247 1.711 0.19
H -1.017 -3.163 0.556 0.21
H -0.848 -4.526 1.656 0.22
H -1.116 -2.939 2.325 0.20
C 2.218 0.496 -0.755 0.01
C 3.047 0.989 -1.761 -0.30
C 2.490 1.389 -2.986 -0.27
C 1.103 1.342 -3.129 -0.20
H 2.570 0.351 0.273 0.19
H 4.125 1.060 -1.593 0.21
H 3.131 1.765 -3.789 0.21
H 0.593 1.861 -3.941 0.21
N 0.921 0.180 -1.010 -0.92
C 0.343 0.661 -2.174 0.14
C -1.111 0.606 -2.146 0.04
N -1.610 0.077 -0.969 -0.91
C -2.923 0.262 -0.690 0.01
C -3.332 1.193 -2.871 -0.28
C -3.818 0.738 -1.644 -0.30
H -3.233 0.026 0.331 0.18
H -4.879 0.760 -1.403 0.22
C -1.949 1.241 -3.067 -0.17
H -1.487 1.820 -3.872 0.21
H -4.018 1.550 -3.637 0.21
Be -0.309 -0.265 -0.001 1.57
C -0.568 -0.527 1.972 -0.99
H -0.317 -1.205 1.102 0.07
H -1.589 -0.721 2.314 0.26
H 0.111 -0.869 2.758 0.28
Te -0.378 1.612 1.866 0.57
C 1.365 1.568 3.047 -0.27
C 1.511 0.785 4.207 -0.25
C 2.759 0.737 4.841 -0.20
C 3.829 1.489 4.345 -0.21
C 3.651 2.329 3.242 -0.20
C 2.422 2.366 2.579 -0.24
H 0.660 0.221 4.595 0.22
H 2.882 0.104 5.722 0.22
H 4.804 1.420 4.820 0.22
H 4.461 2.959 2.878 0.22
H 2.261 2.988 1.698 0.23
```

Results
E_tot ... -1129.4026 a.u.
Total charge ... 0